#w
Here is a cluster of 2 separate species, C3H11NS2 in total from the Open Molecules 2025 dataset. Energies are from wB97M-V/def2-TZVPD.

```
17
C3H11NS2 | the Open Molecules 2025 dataset | wB97M-V/def2-TZVPD
H -3.2399 -1.2933 1.3618
H -1.6393 0.2051 -0.1546
H 0.9685 -0.6095 -2.3336
H -3.0388 -1.2350 3.1165
H 2.5709 -0.5748 -2.8254
H 1.7886 1.5472 -1.9071
H -1.6617 -1.6336 1.9500
C -2.5544 -1.0478 2.1707
C 1.3356 0.9050 -0.0222
H 1.4617 0.0120 0.5932
S -2.3628 1.2667 0.2246
H 0.2937 0.9294 -0.3443
H 1.8122 1.7264 0.4983
H 2.2101 -1.3061 -1.3303
C 1.9964 -0.4305 -1.9474
N 2.1297 0.8369 -1.2745
S -2.0705 0.7019 2.2241
```

Output
Structure (SMILES) ... CNC.CSS
HOMO level ... -8.532 eV

Atomic partial charges in e from the natural (NBO) method, atoms 1 to 2: 0.2330 0.1182

---

#x
Here is a cluster of 2 separate species, C3H11NS2 in total from the Open Molecules 2025 dataset. Energies are from wB97M-V/def2-TZVPD.

```
17
C3H11NS2 | the Open Molecules 2025 dataset | wB97M-V/def2-TZVPD
N 2.0649 0.5440 -0.7641
H 1.1747 0.7299 -0.3157
H -2.3450 1.0024 0.9544
C -1.2300 0.0569 2.5102
H 2.8268 -0.6555 -2.2811
H 1.2737 -1.2331 -1.6848
H 2.6394 0.0719 -0.0773
H -2.1590 -0.3811 2.8756
C 1.8504 -0.3347 -1.9186
C -1.4030 0.4672 1.0532
H 1.3790 0.2587 -2.7063
H -0.4629 -0.7040 2.6105
H -0.5909 1.1104 0.7142
H -0.9546 0.8837 3.1613
H -0.6909 -0.5630 -2.3599
S -1.8652 -0.2192 -1.8174
S -1.5073 -1.0344 0.0457
```

Output
Structure (SMILES) ... CCSS.CN
HOMO level ... -8.964 eV

Atomic partial charges in e from the natural (NBO) method, atoms 1 to 2: -0.8275 0.3439

---

Best to worst by energy: #x, #w.

---

#w
Here is the molecule C2H2F2 from the Open Molecules 2025 dataset. Energies are from wB97M-V/def2-TZVPD.

```
6
C2H2F2 | the Open Molecules 2025 dataset | wB97M-V/def2-TZVPD
H -1.0930 0.8153 0.0872
F 1.5161 -0.8168 -0.0971
C -0.7287 -0.1142 -0.2350
C 0.5012 0.0175 -0.0508
F 1.0823 1.1956 -0.0706
H -1.2779 -1.0973 0.3663
```

Output
Structure (SMILES) ... C=C(F)F
HOMO level ... -10.682 eV

Atomic partial charges in e from the natural (NBO) method, atoms 1 to 2: 0.2323 -0.3027

---

#x
Here is the molecule C2H2F2 from the Open Molecules 2025 dataset. Energies are from wB97M-V/def2-TZVPD.

```
6
C2H2F2 | the Open Molecules 2025 dataset | wB97M-V/def2-TZVPD
F -1.4540 -0.9868 -0.0225
C -0.5283 -0.0947 -0.1114
H 1.1962 1.0436 0.2624
F -1.2911 1.0929 -0.0566
H 1.2918 -0.9583 0.0421
C 0.7854 -0.0966 -0.1139
```

Output
Structure (SMILES) ... C=C(F)F
HOMO level ... -10.420 eV

Atomic partial charges in e from the natural (NBO) method, atoms 1 to 2: -0.2848 0.7593

---

Best to worst by energy: #x, #w.

---

#w
Here is a cluster of 2 separate species, C5H10NO2 in total from the Open Molecules 2025 dataset. Energies are from wB97M-V/def2-TZVPD.

```
18
C5H10NO2 | the Open Molecules 2025 dataset | wB97M-V/def2-TZVPD
H -1.7757 1.4071 2.2466
N 1.0574 -1.3379 -2.3317
H 1.9387 -0.7788 -0.4554
H -0.2239 0.3968 -0.2293
H 0.0522 -1.6053 1.4298
O 2.1164 1.6192 -0.6622
C 1.6522 -0.3505 -1.5354
H -0.2449 1.9844 1.5642
C 1.6253 1.0592 -1.8034
C -1.0566 0.1140 0.5393
H -1.9957 0.3161 0.0725
H 0.2344 -0.8414 -2.7378
H -1.8044 -1.6624 1.4888
C -0.8290 1.0551 1.7751
O 1.2779 1.5979 -2.8378
H -0.2775 0.4578 2.5770
C -0.9144 -1.3596 0.8744
H -0.8323 -2.0719 0.0252
```

Output
HOMO level ... -4.423 eV
Total charge ... -1

Atomic partial charges in e from the natural (NBO) method, atoms 1 to 2: 0.1820 -0.6984

---

#x
Here is the ion C5H10NO2 with charge -1 from the Open Molecules 2025 dataset. Energies are from wB97M-V/def2-TZVPD.

```
18
C5H10NO2 | the Open Molecules 2025 dataset | wB97M-V/def2-TZVPD
H 2.0267 1.5515 0.4165
C 0.9867 1.7487 0.1026
C 0.6317 -0.7691 -0.3458
H 0.2109 -1.6107 -2.2709
H -1.9203 -0.1794 0.6999
H -0.8910 -0.8872 -1.6674
C -1.4612 0.7605 0.4198
C 0.1474 -2.0607 0.6259
N 0.0128 -0.7659 -1.6828
H 0.3528 0.2147 1.5671
C 0.1353 0.4904 0.5300
O 0.9144 -2.5771 1.4496
H -1.6189 1.0552 -0.6408
H -1.7793 1.5439 1.0835
H 0.7322 2.6447 0.6851
H 1.7805 -0.8668 -0.4581
H 0.8171 1.9614 -0.9886
O -1.0779 -2.2541 0.4746
```

Output
Structure (SMILES) ... CC(C)[C@H](N)C(=O)[O-]
HOMO level ... -3.523 eV
Total charge ... -1

Atomic partial charges in e from the natural (NBO) method, atoms 1 to 2: 0.2011 -0.6241

---

#y
Here is a structure of composition C5H10NO2 from the Open Molecules 2025 dataset. Energies are from wB97M-V/def2-TZVPD.

```
18
C5H10NO2 | the Open Molecules 2025 dataset | wB97M-V/def2-TZVPD
C -2.6443 0.2316 0.5182
O -3.8898 0.4770 0.6487
H 2.9805 -0.8182 0.3838
H -3.1696 -1.3152 -0.7502
H -1.3122 -1.2139 -0.2996
C 1.8775 -0.8079 0.7504
H 2.1152 1.4330 1.0827
H 1.8409 -1.2244 1.7575
H 1.0397 0.1252 -1.5630
O -1.7995 0.5471 1.3845
C 1.3629 0.7263 0.5596
H 1.2519 -1.4641 0.1136
C 1.2400 0.9825 -0.9415
H 0.3240 1.7194 -1.1847
H 2.1055 1.5077 -1.2902
C -2.4128 -0.5840 -0.7598
N -1.3334 -0.9444 -1.5682
H 0.4234 0.6224 1.1580
```

Output
HOMO level ... -4.150 eV
Total charge ... -1

Atomic partial charges in e from the natural (NBO) method, atoms 1 to 2: 0.6546 -0.7457

---

#z
Here is the ion C5H10NO2 with charge -1 from the Open Molecules 2025 dataset. Energies are from wB97M-V/def2-TZVPD.

```
18
C5H10NO2 | the Open Molecules 2025 dataset | wB97M-V/def2-TZVPD
H 0.9594 -2.3267 -0.9737
H 2.1776 -1.2466 0.7313
H -1.6869 -0.1317 0.3751
H 0.1865 -0.8534 -1.2853
H 0.7979 1.1205 1.6579
C 1.1054 0.6230 0.6828
H -0.9809 2.6221 -0.6608
H -1.4184 -2.9528 0.3901
O 1.1876 1.9355 -1.2537
C 1.1254 -0.9400 0.7633
H 2.2051 0.8527 0.6720
O -1.7557 -0.9733 0.8536
N -0.9242 1.7712 -0.1723
C -1.2778 -1.9300 -0.0891
H 0.7155 -1.2336 1.7101
C 0.3954 1.5055 -0.4348
H -1.6827 -1.8574 -1.1062
C 0.2752 -1.6068 -0.4393
```

Output
Structure (SMILES) ... [H]/N=C(\[O-])CCCCO
HOMO level ... -3.549 eV
Total charge ... -1

Atomic partial charges in e from the natural (NBO) method, atoms 1 to 2: 0.1941 0.1821

---

Best to worst by energy: #x, #z, #w, #y.

---

#w
Here is a cluster of 2 separate species, C2H3N2S2 in total from the Open Molecules 2025 dataset. Energies are from wB97M-V/def2-TZVPD.

```
9
C2H3N2S2 | the Open Molecules 2025 dataset | wB97M-V/def2-TZVPD
S -2.7478 0.2819 0.1618
H 0.1836 -1.2045 -0.8728
S 2.2215 -0.3438 0.0029
H 0.5510 2.6962 0.4873
N -0.6133 -1.4180 -0.2278
H -0.3123 -2.3230 0.2392
C -1.5128 -0.5691 -0.1020
C 1.5196 1.0320 0.2071
N 0.7105 1.8484 0.1043
```

Output
HOMO level ... -13.624 eV
Total charge ... +1

Atomic partial charges in e from the natural (NBO) method, atoms 1 to 2: 0.5290 0.4757

---

#x
Here is a structure of composition C2H3N2S2 from the Open Molecules 2025 dataset. Energies are from wB97M-V/def2-TZVPD.

```
9
C2H3N2S2 | the Open Molecules 2025 dataset | wB97M-V/def2-TZVPD
H -0.1882 -1.6371 0.1776
H -2.1933 1.3621 -0.1066
C -0.2797 0.8305 -0.0090
S 0.7511 1.9972 0.0178
H -1.9619 -0.3468 -0.0792
N -1.5530 0.5765 -0.0596
S 3.2307 -0.8686 -0.0332
N 0.4828 -0.8941 0.0606
C 1.7115 -1.0197 0.0315
```

Output
HOMO level ... -14.717 eV
Total charge ... +1

Atomic partial charges in e from the natural (NBO) method, atoms 1 to 2: 0.4459 0.4549

---

Best to worst by energy: #x, #w.

---

#w
Here is a cluster of 2 separate species, C6H12NO in total from the Open Molecules 2025 dataset. Energies are from wB97M-V/def2-TZVPD.

```
20
C6H12NO | the Open Molecules 2025 dataset | wB97M-V/def2-TZVPD
H 1.7690 -0.4875 -0.3562
C -0.4995 1.2482 1.2092
C 1.0316 -0.7257 -1.1091
O 0.4754 -2.6873 -0.0028
N 0.4341 2.2892 1.4984
H 0.6579 2.4351 2.4834
H -2.0106 0.0342 1.9229
H -1.6733 -2.3443 -1.7054
H -0.4546 0.8503 0.2028
H 0.8834 -0.0510 -1.9391
H -1.2820 1.2275 3.1583
C 0.3157 -1.8450 -1.0569
H 1.6519 3.8335 0.9961
C 0.9756 3.0650 0.6500
C -0.6588 -2.2710 -2.1047
H 0.7733 2.9435 -0.4056
H -0.4041 -3.2571 -2.5042
H 0.0059 -3.5164 -0.1704
C -1.3127 0.8219 2.1577
H -0.6782 -1.5630 -2.9243
```

Output
HOMO level ... -11.899 eV
Total charge ... +1

Atomic partial charges in e from the natural (NBO) method, atoms 1 to 2: 0.2069 -0.0953

---

#x
Here is the ion C6H12NO with charge +1 from the Open Molecules 2025 dataset. Energies are from wB97M-V/def2-TZVPD.

```
20
C6H12NO | the Open Molecules 2025 dataset | wB97M-V/def2-TZVPD
H -0.1738 -1.0761 1.4970
H -2.8372 -1.6558 0.2266
C -0.3614 0.0796 -0.3301
H -0.1577 -2.0815 0.1739
H -0.9170 0.4710 -2.2826
C -2.1247 -0.9366 0.6067
C 1.5967 0.7983 0.7348
C -0.1735 -0.0613 -1.7972
H 2.2049 0.1445 -0.0179
H -0.2733 -1.0992 -1.9994
C -0.6778 -1.1770 0.5797
H -2.5512 -0.7107 1.5600
H 0.8584 0.2488 -1.8355
H -0.2541 1.6345 1.1979
O -2.6985 1.2874 -0.2287
H 0.2098 2.1260 -0.4802
C 0.2443 1.2879 0.3040
H 2.1748 1.7150 0.8577
H 1.5483 0.3990 1.7340
N -2.0753 0.2614 -0.1568
```

Output
Structure (SMILES) ... CC[C@@]1(C)CC[N+]1=O
HOMO level ... -15.317 eV
Total charge ... +1

Atomic partial charges in e from the natural (NBO) method, atoms 1 to 2: 0.2497 0.2973

---

#y
Here is the ion C6H12NO with charge +1 from the Open Molecules 2025 dataset. Energies are from wB97M-V/def2-TZVPD.

```
20
C6H12NO | the Open Molecules 2025 dataset | wB97M-V/def2-TZVPD
H 1.7126 -0.3754 2.0796
O -1.4617 1.5131 0.7406
C -2.2728 -0.2960 -0.6460
H 2.0949 -0.3270 -0.4594
H -2.7332 0.5855 -1.1412
H 0.0168 -2.4804 1.2313
H 0.9330 -2.2525 -0.0198
H -0.6538 -2.2757 -0.3772
H 2.3577 1.9310 -1.2015
H 0.6481 1.2428 1.7046
C -1.3516 0.4406 0.3143
H -3.0512 -0.8316 -0.0238
N 0.0438 -1.8697 0.2894
C 1.1476 0.2289 1.3574
H 0.7848 2.5263 -0.3692
C 1.3392 1.6387 -0.8141
C 0.1240 -0.3932 0.4687
C 1.3520 0.3353 -0.1024
H -1.6781 -0.9277 -1.3467
H 0.6478 1.5867 -1.6845
```

Output
Structure (SMILES) ... CC(=O)[C@]1([NH3+])C[C@@H]1C
HOMO level ... -13.912 eV
Total charge ... +1

Atomic partial charges in e from the natural (NBO) method, atoms 1 to 2: 0.2477 -0.4669

---

Best to worst by energy: #w, #y, #x.

---

#w
Here is a cluster of 2 separate species, C2H9NO in total from the Open Molecules 2025 dataset. Energies are from wB97M-V/def2-TZVPD.

```
13
C2H9NO | the Open Molecules 2025 dataset | wB97M-V/def2-TZVPD
H -2.0167 -1.4581 -0.2958
C 1.7471 0.2236 -0.1218
C -1.6974 0.4864 0.1763
H 2.4242 -0.8437 1.3649
N -1.7329 -0.6056 -0.7690
H -0.7537 -0.7594 -1.1129
H 0.9644 0.0388 -0.9289
H 1.5343 1.0864 0.5203
H -0.8170 0.4001 0.8630
H 2.6782 0.4372 -0.6519
H -2.6433 0.5519 0.7232
O 1.8458 -0.9750 0.6062
H -1.5329 1.4173 -0.3734
```

Output
Structure (SMILES) ... CN.CO
HOMO level ... -9.118 eV

Atomic partial charges in e from the natural (NBO) method, atoms 1 to 2: 0.3518 -0.2415

---

#x
Here is a cluster of 3 separate species, C2H9NO in total from the Open Molecules 2025 dataset. Energies are from wB97M-V/def2-TZVPD.

```
13
C2H9NO | the Open Molecules 2025 dataset | wB97M-V/def2-TZVPD
N 0.3402 -0.4594 -0.8327
H -0.7936 1.3748 -1.4026
C -0.8393 0.4730 -0.7720
O 2.7714 0.5879 0.0929
H -2.1507 0.2863 2.3703
H -0.7873 0.7662 0.2888
H 2.8994 -0.3803 0.1744
H 0.5416 -0.4936 -1.8319
H 1.8222 0.3007 -0.1242
H -2.6119 0.1233 1.8086
H -1.7547 -0.0417 -1.0206
H 0.4321 -1.0593 1.1584
C 0.1306 -1.4778 0.0905
```

Output
HOMO level ... -8.524 eV

Atomic partial charges in e from the natural (NBO) method, atoms 1 to 2: -0.6991 0.2217

---

#y
Here is a structure of composition C2H9NO from the Open Molecules 2025 dataset. Energies are from wB97M-V/def2-TZVPD.

```
13
C2H9NO | the Open Molecules 2025 dataset | wB97M-V/def2-TZVPD
N -0.5142 0.3220 -0.6732
C -0.0847 -0.4631 0.4740
H -0.8864 -0.9011 1.0471
H 1.7105 -1.6331 0.8087
H 0.3540 0.2999 1.1495
H -0.2667 3.0056 0.6559
C 0.8921 -1.5623 0.0662
H 1.3704 -1.3325 -0.9138
H -1.4083 0.0349 -1.0808
O -0.9584 2.8244 0.0804
H -0.0390 0.2955 -1.5133
H 0.3926 -2.4999 0.2099
H -0.5619 1.6097 -0.3107
```

Output
HOMO level ... -8.749 eV

Atomic partial charges in e from the natural (NBO) method, atoms 1 to 2: -0.7768 -0.2239

---

#z
Here is a cluster of 2 separate species, C2H9NO in total from the Open Molecules 2025 dataset. Energies are from wB97M-V/def2-TZVPD.

```
13
C2H9NO | the Open Molecules 2025 dataset | wB97M-V/def2-TZVPD
H -3.1544 -0.9233 0.1202
C -2.2735 -0.3009 -0.0481
H 0.5418 0.8908 -1.0338
N 1.7421 -0.6981 -0.3528
H 1.2846 0.7294 1.7323
C 1.2624 0.6673 -0.2581
H -2.4155 0.6398 0.4670
H -2.2487 -0.1997 -1.1375
H -1.3505 -0.8277 0.1768
H 2.2008 1.2036 -0.4552
O 0.7692 1.1106 0.9829
H 2.5577 -0.8435 0.1955
H 1.0841 -1.4482 -0.3891
```

Output
Structure (SMILES) ... NCO.C
HOMO level ... -9.678 eV

Atomic partial charges in e from the natural (NBO) method, atoms 1 to 2: 0.2102 -0.8512

---

Best to worst by energy: #z, #w, #y, #x.